{"formula": "C37H49BClDyN7S2", "method": "ωB97M-V with the def2-TZVPD basis set", "orbital_gap_ev": [6.4, 6.5], "spin_multiplicity": 6, "homo_energy_ha": [-0.327, -0.328], "charge": 1, "symbols": ["Dy", "C", "C", "N", "N", "C", "S", "N", "N", "H", "H", "H", "H", "H", "H", "C", "C", "C", "C", "C", "C", "C", "C", "C", "C", "C", "C", "N", "B", "N", "C", "C", "C", "C", "C", "C", "C", "C", "C", "C", "C", "C", "C", "C", "H", "H", "H", "H", "H", "H", "H", "H", "H", "H", "H", "H", "H", "H", "H", "H", "H", "H", "H", "H", "H", "H", "H", "H", "H", "H", "H", "H", "H", "H", "H", "H", "H", "H", "H", "H", "S", "C", "N", "C", "C", "C", "C", "C", "C", "H", "H", "H", "H", "H", "Cl", "C", "H", "H"], "positions_angstrom": [[-0.81934, -1.44221, 0.88650], [2.05482, 0.58970, 5.59628], [2.54873, 0.38458, 4.21652], [3.77891, 0.31892, 3.84260], [3.73338, 0.08906, 2.50334], [2.49024, -0.00733, 2.02358], [2.01526, -0.29974, 0.44601], [1.71504, 0.18645, 3.12548], [0.32384, 0.21162, 3.10300], [2.90798, 0.76385, 6.24564], [1.52274, -0.29575, 5.94990], [1.38116, 1.44578, 5.64867], [4.58474, 0.01465, 1.97338], [0.00453, 1.17252, 2.95308], [-0.01516, -0.10726, 4.00345], [-6.13112, -3.73302, 0.81752], [-4.82089, -2.97198, 1.03709], [-4.31140, -3.14469, 2.47273], [-3.76226, -3.41655, 0.04650], [-3.34860, -4.74406, 0.00549], [-2.37455, -5.16040, -0.88515], [-1.80479, -4.25759, -1.76583], [-2.18085, -2.91928, -1.75571], [-1.59928, -1.94968, -2.77097], [-2.03090, -2.34613, -4.18698], [-0.07189, -1.86714, -2.67454], [-3.16618, -2.50457, -0.83906], [-3.45818, -1.11436, -0.72740], [-2.64448, -0.18781, 0.01951], [-3.27525, 1.06747, -0.22364], [-4.38096, 0.87663, -1.04571], [-4.50190, -0.43898, -1.34177], [-2.92638, 2.37455, 0.23007], [-1.56675, 2.90255, -0.17138], [-1.42505, 4.44871, 0.03912], [-2.60734, 5.16574, 0.58361], [-3.63300, 4.51626, 1.12840], [-3.80535, 3.07584, 0.96966], [-4.99135, 2.42210, 1.64834], [-4.75376, 2.46494, 3.16429], [-6.34031, 3.04965, 1.29157], [-1.21326, 2.50643, -1.63979], [0.30190, 2.57927, -1.67075], [-1.88406, 3.31881, -2.74369], [-6.89848, -3.35824, 1.49542], [-6.00610, -4.80057, 1.00282], [-6.48364, -3.60295, -0.20618], [-5.01876, -1.91162, 0.87995], [-4.11524, -4.19451, 2.69482], [-5.05486, -2.78274, 3.18378], [-3.38478, -2.58209, 2.62462], [-3.79265, -5.46058, 0.68514], [-2.06460, -6.19695, -0.90106], [-1.05871, -4.60385, -2.47023], [-2.00198, -0.95515, -2.57214], [-1.64065, -3.32765, -4.45910], [-1.66675, -1.61707, -4.91204], [-3.11870, -2.38096, -4.25232], [0.39209, -2.83417, -2.86860], [0.25226, -1.52650, -1.68124], [0.31116, -1.15585, -3.40761], [-5.00443, 1.70282, -1.34261], [-5.23370, -0.94039, -1.95355], [-1.03892, 4.95710, -0.84586], [-2.53880, 6.24560, 0.62320], [-4.42469, 5.07314, 1.61366], [-5.02173, 1.37404, 1.35006], [-4.66832, 3.49464, 3.51568], [-3.83119, 1.94046, 3.41968], [-5.58334, 1.99050, 3.69089], [-6.42599, 4.06945, 1.66914], [-7.14683, 2.46292, 1.73212], [-6.48156, 3.07258, 0.21001], [-1.50620, 1.46284, -1.76054], [0.64254, 3.58852, -1.90189], [0.76594, 1.88813, -2.37458], [1.17277, 1.33508, -0.22284], [-1.47109, 4.32580, -2.81765], [-2.95450, 3.39627, -2.55023], [-1.74906, 2.83519, -3.71245], [-0.17196, 4.88485, 1.37247], [-0.47910, 2.20646, 0.65678], [0.72692, 2.25467, -0.25139], [1.75069, 3.21366, 0.18021], [3.06869, 2.91484, -0.14324], [4.08401, 3.80823, 0.13943], [3.77657, 5.01631, 0.75324], [2.46850, 5.30853, 1.08550], [1.42688, 4.41630, 0.81085], [-0.71254, 1.13635, 0.81318], [3.28885, 1.96797, -0.62641], [5.10315, 3.57439, -0.13627], [4.55691, 5.73800, 0.95357], [2.21425, 6.24615, 1.56225], [0.45003, -3.67699, 0.66092], [-0.31252, -3.32405, 2.34081], [0.51612, -3.53604, 3.01987], [-1.00353, -4.16409, 2.46015]], "forces_ev_per_angstrom": [[1.6085, 0.5814, 0.4369], [-0.0048, 0.0131, -0.0107], [-0.3502, 0.0097, -0.1140], [0.3813, 0.0175, 0.0684], [-0.3366, 0.0167, -0.0135], [-0.0088, 0.2022, 0.6453], [-0.1097, -1.4314, -0.3368], [0.3691, 0.0484, 0.0079], [-0.3685, -0.2933, -0.2235], [-0.0127, 0.0108, 0.0159], [0.0078, 0.0097, 0.0205], [0.0216, 0.0145, 0.0064], [0.0287, -0.0262, -0.0565], [-0.0160, 0.2752, -0.3902], [0.0188, -0.1720, 0.0413], [0.0798, 0.1030, 0.0066], [0.0202, -0.1504, 0.0886], [-0.1185, 0.0679, -0.1503], [-0.0598, 0.1943, 0.0492], [0.0236, 0.0358, 0.0294], [-0.0252, -0.0628, -0.1047], [-0.0465, -0.0777, -0.0032], [-0.1396, 0.2449, -0.1068], [0.1179, -0.0880, -0.1258], [-0.0055, 0.0769, 0.1014], [-0.2888, 0.0428, -0.0663], [0.2186, -0.0984, 0.1586], [-0.0172, -0.0481, 0.0903], [-0.8980, 0.1257, 0.1403], [0.1160, 0.2766, 0.1394], [-0.0645, -0.2115, -0.0101], [-0.0313, 0.1737, -0.2303], [-0.4246, 0.2990, 0.1881], [0.2805, -0.2158, 0.0226], [0.7499, -0.1078, 0.4015], [-0.2236, 0.1409, 0.1507], [0.1827, 0.2151, -0.1307], [0.0457, -0.5636, -0.2207], [-0.0358, 0.0817, 0.0958], [-0.0512, -0.0452, -0.1288], [0.1498, -0.0540, -0.0546], [-0.0922, 0.2642, -0.0635], [-0.3149, 0.0625, -0.0830], [0.1003, -0.1273, 0.0488], [-0.0196, -0.0292, -0.0006], [-0.0227, -0.0193, 0.0000], [-0.0390, -0.0318, 0.0070], [0.0358, -0.0019, -0.0346], [0.0532, -0.0108, 0.0282], [0.0310, 0.0142, 0.0285], [-0.0046, -0.0234, 0.0777], [-0.0051, -0.0088, 0.0004], [0.0049, -0.0027, 0.0055], [0.0219, 0.0257, -0.0057], [-0.0175, -0.0307, 0.0408], [0.0032, -0.0116, -0.0197], [0.0024, -0.0217, -0.0222], [0.0054, -0.0226, -0.0487], [0.0703, -0.0022, 0.0875], [0.1315, -0.0038, -0.0130], [0.0522, 0.0220, 0.0472], [-0.0286, 0.0050, -0.0390], [-0.0258, 0.0317, -0.0311], [-0.1144, -0.0745, -0.0466], [-0.0556, 0.0048, 0.0224], [0.0003, 0.0150, -0.0150], [0.0028, 0.0231, 0.0128], [-0.0057, 0.0045, 0.0511], [0.0046, 0.0194, 0.0315], [0.0020, 0.0215, 0.0346], [-0.0171, 0.0127, -0.0143], [-0.0362, 0.0327, -0.0061], [-0.0729, 0.0287, 0.0015], [-0.0425, -0.0344, 0.0830], [0.0679, -0.0222, 0.0053], [0.0635, -0.0260, 0.0391], [0.0045, 0.1206, 0.0367], [-0.0547, 0.0245, -0.0082], [-0.0339, 0.0163, -0.0380], [-0.0267, 0.0454, -0.0244], [-0.2896, 0.3311, -0.1825], [-0.0677, -0.6765, 0.4148], [-0.1486, 1.3104, -0.2379], [0.1449, 0.0598, 0.1589], [-0.0682, -0.1550, -0.1025], [0.0513, 0.0883, 0.0372], [0.0995, -0.0520, 0.0155], [-0.1185, -0.0461, 0.0185], [-0.1752, -0.2268, -0.2042], [0.0239, 0.1320, -0.4785], [0.0250, 0.1233, -0.0427], [0.0140, 0.0022, 0.0033], [0.0020, -0.0107, 0.0497], [0.0392, 0.0383, -0.0352], [0.2966, -0.7888, -0.0049], [-0.1384, -0.4894, -0.0332], [-0.0215, 0.3165, 0.0521], [-0.0797, 0.1223, -0.0313]]}